A molecular structure, C8H16F6Li4N3O16S8, computed with ωB97M-V/def2-TZVPD.

The geometry in XYZ format:
```
61
C8H16F6Li4N3O16S8 | OMol25 | ωB97M-V/def2-TZVPD
S -1.7095 -1.9034 -15.6600
S -8.5800 -3.2591 -27.8683
S -2.5348 6.4495 -16.9727
S -6.1710 -6.7444 -19.3515
S -7.5113 1.0307 -17.3717
S -3.7487 5.8769 -15.0258
S -7.6370 0.1163 -19.4919
S -2.2512 -1.0590 -13.5039
F -1.8836 0.3239 -12.8411
F -4.1022 4.5901 -14.2079
F -7.7142 0.5652 -15.8252
F -1.3882 5.6763 -17.7678
F -1.2244 -1.4337 -17.1205
F -8.7266 -0.7305 -20.2484
O -1.8660 7.6705 -16.4246
O -1.5962 -2.0404 -12.6982
O -8.7027 -4.5750 -28.4882
O -3.1030 -2.2128 -15.9766
O -3.3085 6.6720 -13.9429
O -8.2134 2.3105 -17.2903
O -0.8806 -3.0877 -15.3597
O -5.9952 1.0744 -17.4558
O -7.9270 1.4432 -20.0335
O -3.7122 -1.0122 -13.5305
O -6.5437 -7.8251 -18.3820
O -5.0915 6.0925 -15.5952
O -6.5183 -5.3735 -19.0274
O -9.6596 -2.3038 -28.0866
O -3.5787 6.5749 -18.0528
O -6.4298 -0.5109 -19.9389
N -8.2733 -0.2616 -18.1478
N -2.8171 5.1090 -15.8961
N -1.3998 -0.5712 -14.9271
C -5.5369 -7.9053 -21.8215
C -4.2333 -7.2220 -21.3388
C -6.7039 -7.1765 -21.1079
C -4.4001 -7.1595 -19.8330
C -8.3007 -3.5582 -26.0769
C -7.1282 -2.6877 -25.7124
C -6.9723 -2.5040 -28.1663
C -6.1004 -2.8060 -26.8613
Li -8.4664 -2.9873 -16.3539
Li -11.2933 -1.4217 -18.0404
Li -8.8962 5.4799 -15.5661
Li -2.0887 2.0761 -16.4661
H -5.2546 -2.1293 -26.7397
H -7.9872 -4.6019 -26.0521
H -5.5250 -8.9701 -21.5887
H -5.6588 -7.9485 -22.9038
H -3.7505 -6.4002 -19.3977
H -9.2703 -3.3975 -25.6056
H -6.5435 -2.7308 -29.1424
H -4.1236 -6.1967 -21.6922
H -6.6915 -2.9902 -24.7606
H -7.6522 -7.7113 -21.0545
H -6.8301 -6.2072 -21.5901
H -7.5131 -1.6808 -25.5507
H -3.3614 -7.8123 -21.6207
H -7.1981 -1.4400 -28.0948
H -5.7346 -3.8254 -26.9848
H -4.1144 -8.1245 -19.4143
```

HOMO in eV: -10.84
Frontier orbital gap in eV: 3.41
Calculated total energy in Ha: -5496.78864
2S+1: 1
Net charge: +1
E_LUMO in eV: -7.43
Max |F| in eV/Å: 9.2

Here are the Löwdin charges for atoms 1 to 8, given in e: S 0.44; S 0.68; S 0.65; S 0.74; S 0.61; S 0.34; S 0.39; S 0.54